A single C2HN3O2 molecule. Source: the Open Molecules 2025 dataset; level of theory: the ωB97M-V functional and the def2-TZVPD basis.

Positions of all 8 atoms, in Å:
1 O 0.33871 2.14201 0.00824
2 C -0.00221 1.00997 -0.10132
3 C 0.91250 -0.08506 0.16333
4 N 0.53633 -1.33454 0.34555
5 N -0.75968 -1.67875 -0.13441
6 N -1.60436 -0.80819 -0.46789
7 O -1.30818 0.55726 -0.32762
8 H 1.88689 0.19730 0.51412

Cartesian forces (eV/Å) of the 2 atoms listed first:
-0.9 0.4 -0.3
-0.5 -1.1 0.0

Output
2S+1: 1
E_HOMO, eV: -11.11
SMILES: O=c1cnnno1


A single C2HN3O3 molecule. Source: the Open Molecules 2025 dataset; level of theory: the ωB97M-V functional and the def2-TZVPD basis.

Positions of all 9 atoms, in Å:
1 O -2.63513 0.55474 0.91240
2 C -1.49352 -0.12161 0.58006
3 N -0.31989 0.46419 1.00560
4 C 0.73067 0.36091 0.16220
5 O 2.03848 0.52011 0.59525
6 N 0.58825 0.16896 -1.45775
7 N -0.36126 -0.90294 -1.50094
8 O -1.21124 -1.51894 -0.18703
9 H 2.66365 0.47458 -0.10978

Cartesian forces (eV/Å) of the 2 atoms listed first:
6.8 -5.9 -2.9
-5.2 3.4 1.7

Output
2S+1: 1
E_HOMO, eV: -10.87
SMILES: O=c1nc(O)nno1


2 unconnected molecules or ions with the total composition C2HN3OS. Source: the Open Molecules 2025 dataset; level of theory: the ωB97M-V functional and the def2-TZVPD basis.

Positions of all 8 atoms, in Å:
1 C -2.34310 0.28857 0.22050
2 C 1.59272 -1.10793 0.01068
3 N -2.82620 -0.22857 1.11150
4 N -0.10157 1.42612 -0.47428
5 N 1.70884 -0.00576 0.43994
6 O 1.24070 -2.13472 -0.42242
7 S -1.20166 0.77075 -1.08350
8 H 1.93028 0.99153 0.19759

Cartesian forces (eV/Å) of the 2 atoms listed first:
0.4 0.3 -1.0
-1.0 0.7 -0.9

Output
2S+1: 1
E_HOMO, eV: -10.75


A single C2HN3OS2 molecule. Source: the Open Molecules 2025 dataset; level of theory: the ωB97M-V functional and the def2-TZVPD basis.

Positions of all 9 atoms, in Å:
1 S 2.61315 -0.89020 -0.04186
2 C 1.17550 -0.06572 -0.01415
3 N 1.19866 1.36743 0.08435
4 N 0.19534 2.00646 0.06696
5 O -1.09229 1.31803 -0.12598
6 C -1.25261 0.00350 -0.05121
7 S -2.63447 -0.82670 0.00981
8 N -0.02801 -0.65689 0.07761
9 H -0.02005 -1.71960 0.31036

Cartesian forces (eV/Å) of the 2 atoms listed first:
-1.2 0.8 -0.1
2.0 -1.0 0.5

Output
2S+1: 1
E_HOMO, eV: -9.72
SMILES: S=c1nnoc(=S)[nH]1


Maximum force for the records above, in order: 3.2 10.4 3.7 2.8 eV/Å
Lowest unoccupied orbital energy for the records above, in order: -1.62 -2.48 -1.83 -1.75 eV
ΔE to the lowest compared entry with this formula, charge and spin for the records above, in order: 4.587 9.001 1.193 0.313 eV